one) The following is a DFT calculation (ωB97M-V/def2-TZVPD) of the molecule CHOPS.

Element x y z (Å)
C  0.3799  1.0181  0.4121
O  -0.4286  1.0744  -0.4776
P  2.2276  1.3308  0.2589
S  2.2141  -0.5661  -0.2111
H  -0.0041  0.6116  1.3519

2S+1: 1
frontier orbital gap: 6.92 eV
net charge: 0
structure (SMILES): O=CP=S
HOMO: -8.946 eV

Atom charges from the Löwdin analysis, given in e for atoms 1 to 2:
1. C -0.73
2. O -0.08

=====

two) The following is a DFT calculation (ωB97M-V/def2-TZVPD) of the molecule CHOPS.

Element x y z (Å)
C  -0.6622  0.2786  0.0024
O  -0.9275  1.2532  -0.6385
P  1.0267  0.1983  0.7485
S  1.9120  -1.1596  -0.3080
H  -1.3490  -0.5704  0.1955

2S+1: 1
frontier orbital gap: 7.17 eV
net charge: 0
structure (SMILES): O=CP=S
HOMO: -8.994 eV

Atom charges from the Löwdin analysis, given in e for atoms 1 to 2:
1. C -0.61
2. O -0.03

=====

Short version: two) is the most stable of them.